10 unconnected molecules or ions with the total composition C49H115N4O12 at a distorted geometry, computed with wB97M-V/def2-TZVPD.

net charge	+1
relative energy (zero: lowest compared OMol25 entry of this formula, charge and spin)	17.2	kcal/mol
F_max	4.33	eV Å⁻¹

Last columns: bonded neighbours and bond lengths (Å).
Cartesian coordinates (Å):
1 C -5.93 -6.59 0.08  C2 1.539, H30 1.079, H31 1.081, H32 1.081
2 C -4.40 -6.54 0.29  C1 1.539, C3 1.532, H33 1.083, H34 1.084
3 C -3.59 -6.55 -1.01  C2 1.532, C4 1.526, H35 1.083, H36 1.086
4 C -2.46 -5.53 -1.02  C3 1.526, C5 1.528, H37 1.085, H38 1.086
5 C -1.44 -5.72 0.11  C4 1.528, C6 1.539, H39 1.084, H40 1.083
6 C -0.16 -6.45 -0.31  C5 1.539, N7 1.467, H41 1.076, H42 1.082
7 N 1.03 -5.79 0.26  C6 1.467, C8 1.292, H43 1.008
8 C 1.85 -5.01 -0.36  N7 1.292, N9 1.404, N26 1.356
9 N 1.66 -4.83 -1.74  C8 1.404, C10 1.470, C15 1.492
10 C 1.56 -3.40 -2.07  N9 1.470, C11 1.515, H44 1.085, H45 1.084
11 C 1.48 -3.19 -3.57  C10 1.515, O12 1.417, H46 1.083, H47 1.091
12 O 1.10 -1.85 -3.83  C11 1.417, C13 1.372
13 C 2.06 -1.11 -4.46  O12 1.372, O14 1.236, H48 1.102
14 O 1.81 -0.35 -5.41  C13 1.236
15 C 2.85 -5.49 -2.35  N9 1.492, C16 1.517, H49 1.090, H50 1.079
16 C 4.15 -4.92 -1.82  C15 1.517, C17 1.532, H51 1.083, H52 1.079
17 C 4.21 -4.92 -0.29  C16 1.532, C18 1.532, N26 1.494, H53 1.090
18 C 5.37 -4.01 0.12  C17 1.532, C19 1.526, H54 1.084, H55 1.082
19 C 5.02 -2.53 0.06  C18 1.526, C20 1.535, H56 1.086, H57 1.083
20 C 6.24 -1.63 -0.22  C19 1.535, C21 1.551, H58 1.084, H59 1.081
21 C 6.33 -1.25 -1.72  C20 1.551, C22 1.539, H60 1.083, H61 1.082
22 C 5.91 0.21 -1.99  C21 1.539, C23 1.536, H62 1.084, H63 1.082
23 C 6.79 0.81 -3.09  C22 1.536, O24 1.401, H64 1.082, H65 1.091
24 O 6.15 1.82 -3.83  C23 1.401, C25 1.423
25 C 5.83 2.97 -3.07  O24 1.423, H66 1.085, H67 1.081, H68 1.080
26 N 2.90 -4.39 0.22  C8 1.356, C17 1.494, C27 1.471
27 C 2.80 -4.22 1.67  N26 1.471, C28 1.528, H69 1.077, H70 1.091
28 C 1.56 -3.38 1.95  C27 1.528, N29 1.265, H71 1.087
29 N 1.34 -2.29 1.34  C28 1.265, H72 1.022
30 H -6.21 -6.63 -0.96  C1 1.079
31 H -6.34 -7.43 0.62  C1 1.081
32 H -6.38 -5.72 0.54  C1 1.081
33 H -4.09 -7.38 0.89  C2 1.083
34 H -4.16 -5.66 0.86  C2 1.084
35 H -4.24 -6.30 -1.84  C3 1.083
36 H -3.16 -7.53 -1.19  C3 1.086
37 H -1.97 -5.47 -1.98  C4 1.085
38 H -2.92 -4.56 -0.87  C4 1.086
39 H -1.19 -4.76 0.55  C5 1.084
40 H -1.90 -6.28 0.91  C5 1.083
41 H -0.06 -6.57 -1.38  C6 1.076
42 H -0.16 -7.44 0.12  C6 1.082
43 H 1.18 -5.97 1.24  N7 1.008
44 H 2.39 -2.80 -1.70  C10 1.085
45 H 0.65 -3.00 -1.65  C10 1.084
46 H 0.83 -3.90 -4.05  C11 1.083
47 H 2.48 -3.36 -3.98  C11 1.091
48 H 3.07 -1.16 -4.03  C13 1.102
49 H 2.79 -6.54 -2.05  C15 1.090
50 H 2.80 -5.50 -3.42  C15 1.079
51 H 4.22 -3.89 -2.13  C16 1.083
52 H 4.99 -5.45 -2.23  C16 1.079
53 H 4.34 -5.94 0.07  C17 1.090
54 H 6.12 -4.17 -0.64  C18 1.084
55 H 5.79 -4.28 1.08  C18 1.082
56 H 4.59 -2.21 1.00  C19 1.086
57 H 4.26 -2.35 -0.69  C19 1.083
58 H 7.14 -2.11 0.14  C20 1.084
59 H 6.11 -0.74 0.38  C20 1.081
60 H 5.63 -1.88 -2.25  C21 1.083
61 H 7.35 -1.42 -2.05  C21 1.082
62 H 4.88 0.22 -2.33  C22 1.084
63 H 5.97 0.80 -1.09  C22 1.082
64 H 7.04 0.02 -3.79  C23 1.082
65 H 7.70 1.19 -2.62  C23 1.091
66 H 6.27 2.96 -2.08  C25 1.085
67 H 6.21 3.85 -3.57  C25 1.081
68 H 4.75 3.05 -2.99  C25 1.080
69 H 3.65 -3.67 2.07  C27 1.077
70 H 2.73 -5.18 2.18  C27 1.091
71 H 0.82 -3.72 2.68  C28 1.087
72 H 2.11 -2.07 0.71  N29 1.022
73 C 1.77 5.97 -3.06  C74 1.521, H77 1.093, H78 1.091, H79 1.091
74 C 3.15 6.31 -2.51  C73 1.521, C75 1.521, O76 1.429, H80 1.091
75 C 3.36 7.81 -2.44  C74 1.521, H81 1.093, H82 1.090, H83 1.091
76 O 4.16 5.70 -3.31  C74 1.429, H84 0.962
77 H 1.66 6.36 -4.08  C73 1.093
78 H 1.63 4.89 -3.11  C73 1.091
79 H 0.98 6.40 -2.44  C73 1.091
80 H 3.26 5.88 -1.51  C74 1.091
81 H 3.30 8.26 -3.43  C75 1.093
82 H 4.36 8.04 -2.04  C75 1.090
83 H 2.62 8.29 -1.80  C75 1.091
84 H 4.09 6.07 -4.20  O76 0.962
85 C -1.34 -1.42 3.08  C86 1.518, H89 1.089, H90 1.094, H91 1.089
86 C -1.70 -1.34 4.55  C85 1.518, C87 1.519, O88 1.433, H92 1.090
87 C -1.25 -0.01 5.14  C86 1.519, H93 1.094, H94 1.091, H95 1.092
88 O -1.10 -2.43 5.27  C86 1.433, H96 0.962
89 H -0.26 -1.36 2.93  C85 1.089
90 H -1.67 -2.38 2.66  C85 1.094
91 H -1.80 -0.62 2.51  C85 1.089
92 H -2.77 -1.45 4.68  C86 1.090
93 H -0.16 0.10 5.06  C87 1.094
94 H -1.50 0.04 6.20  C87 1.091
95 H -1.72 0.83 4.62  C87 1.092
96 H -0.14 -2.33 5.18  O88 0.962
97 C -3.36 3.94 1.58  C98 1.519, H101 1.094, H102 1.086, H103 1.091
98 C -2.43 2.80 1.17  C97 1.519, C99 1.521, O100 1.431, H104 1.091
99 C -2.77 2.24 -0.20  C98 1.521, H105 1.091, H106 1.091, H107 1.092
100 O -2.48 1.76 2.15  C98 1.431, H108 0.962
101 H -4.39 3.58 1.63  C97 1.094
102 H -3.10 4.31 2.56  C97 1.086
103 H -3.32 4.76 0.86  C97 1.091
104 H -1.40 3.16 1.17  C98 1.091
105 H -3.78 1.83 -0.21  C99 1.091
106 H -2.09 1.42 -0.45  C99 1.091
107 H -2.70 3.00 -0.97  C99 1.092
108 H -3.38 1.42 2.18  O100 0.962
109 C 0.91 4.18 5.18  C110 1.521, H113 1.093, H114 1.090, H115 1.091
110 C 1.60 2.85 5.47  C109 1.521, C111 1.522, O112 1.429, H116 1.091
111 C 1.15 2.28 6.81  C110 1.522, H117 1.093, H118 1.091, H119 1.091
112 O 3.02 3.01 5.45  C110 1.429, H120 0.962
113 H 1.17 4.92 5.94  C109 1.093
114 H 1.24 4.57 4.22  C109 1.090
115 H -0.17 4.07 5.16  C109 1.091
116 H 1.36 2.14 4.68  C110 1.091
117 H 1.42 2.96 7.63  C111 1.093
118 H 1.65 1.33 7.01  C111 1.091
119 H 0.07 2.12 6.83  C111 1.091
120 H 3.25 3.64 6.14  O112 0.962
121 C 6.16 -5.07 -6.94  C122 1.519, H125 1.093, H126 1.090, H127 1.090
122 C 5.57 -5.64 -5.66  C121 1.519, C123 1.521, O124 1.436, H128 1.090
123 C 4.36 -6.51 -5.95  C122 1.521, H129 1.094, H130 1.092, H131 1.089
124 O 5.21 -4.57 -4.77  C122 1.436, H132 0.963
125 H 5.43 -4.45 -7.46  C121 1.093
126 H 7.03 -4.45 -6.72  C121 1.090
127 H 6.47 -5.87 -7.61  C121 1.090
128 H 6.32 -6.22 -5.13  C122 1.090
129 H 3.57 -5.93 -6.43  C123 1.094
130 H 3.94 -6.91 -5.02  C123 1.092
131 H 4.62 -7.35 -6.59  C123 1.089
132 H 4.55 -4.03 -5.23  O124 0.963
133 C -3.32 4.73 6.45  C134 1.522, H137 1.093, H138 1.091, H139 1.091
134 C -3.90 5.77 5.51  C133 1.522, C135 1.520, O136 1.430, H140 1.091
135 C -4.95 6.62 6.20  C134 1.520, H141 1.092, H142 1.091, H143 1.090
136 O -4.47 5.13 4.36  C134 1.430, H144 0.962
137 H -4.10 4.05 6.80  C133 1.093
138 H -2.57 4.12 5.93  C133 1.091
139 H -2.85 5.19 7.32  C133 1.091
140 H -3.10 6.41 5.13  C134 1.091
141 H -5.78 6.00 6.55  C135 1.092
142 H -5.36 7.36 5.51  C135 1.091
143 H -4.53 7.14 7.06  C135 1.090
144 H -5.18 4.56 4.66  O136 0.962
145 C -5.62 0.34 -4.20  C146 1.521, H149 1.094, H150 1.090, H151 1.090
146 C -4.47 0.87 -3.35  C145 1.521, C147 1.520, O148 1.430, H152 1.090
147 C -3.13 0.63 -4.01  C146 1.520, H153 1.095, H154 1.091, H155 1.089
148 O -4.49 0.26 -2.06  C146 1.430, H156 0.962
149 H -5.52 -0.74 -4.34  C145 1.094
150 H -6.57 0.52 -3.71  C145 1.090
151 H -5.64 0.82 -5.18  C145 1.090
152 H -4.61 1.94 -3.18  C146 1.090
153 H -2.96 -0.44 -4.14  C147 1.095
154 H -2.32 1.01 -3.38  C147 1.091
155 H -3.06 1.11 -4.99  C147 1.089
156 H -4.36 -0.68 -2.18  O148 0.962
157 C 0.83 3.17 -4.82  C158 1.521, H161 1.094, H162 1.091, H163 1.091
158 C -0.17 2.24 -5.49  C157 1.521, C159 1.520, O160 1.430, H164 1.091
159 C 0.34 1.74 -6.83  C158 1.520, H165 1.094, H166 1.090, H167 1.090
160 O -1.43 2.91 -5.66  C158 1.430, H168 0.962
161 H 1.01 4.06 -5.44  C157 1.094
162 H 0.44 3.52 -3.86  C157 1.091
163 H 1.78 2.67 -4.65  C157 1.091
164 H -0.37 1.39 -4.84  C158 1.091
165 H 0.51 2.58 -7.52  C159 1.094
166 H -0.38 1.08 -7.30  C159 1.090
167 H 1.28 1.20 -6.71  C159 1.090
168 H -1.28 3.67 -6.24  O160 0.962
169 C -9.09 5.05 6.87  C170 1.522, H173 1.093, H174 1.091, H175 1.091
170 C -8.89 5.80 8.18  C169 1.522, C171 1.521, O172 1.428, H176 1.090
171 C -10.16 6.51 8.61  C170 1.521, H177 1.093, H178 1.090, H179 1.091
172 O -7.82 6.74 8.04  C170 1.428, H180 0.962
173 H -9.36 5.74 6.07  C169 1.093
174 H -8.17 4.54 6.57  C169 1.091
175 H -9.89 4.31 6.96  C169 1.091
176 H -8.58 5.10 8.95  C170 1.090
177 H -10.46 7.25 7.87  C171 1.093
178 H -9.99 7.05 9.55  C171 1.090
179 H -10.98 5.81 8.75  C171 1.091
180 H -8.07 7.37 7.36  O172 0.962